# 1
{"formula": "C27H31Cl2F6N5O2ReSSb", "method": "ωB97M-V/def2-TZVPD", "total_charge": 2, "spin_multiplicity": 1, "energy_ev": -100891.1964, "e_homo_ha": -0.5156, "gap_ev": 6.8, "elements": ["Re", "Cl", "C", "C", "C", "C", "C", "Cl", "C", "N", "H", "H", "H", "F", "Sb", "F", "F", "F", "F", "F", "C", "C", "C", "N", "C", "S", "N", "C", "O", "C", "C", "C", "C", "C", "C", "H", "H", "H", "H", "H", "H", "H", "H", "H", "H", "H", "H", "H", "H", "C", "C", "N", "C", "C", "C", "O", "C", "C", "C", "C", "N", "C", "H", "H", "H", "H", "H", "H", "H", "H", "H", "H", "H", "H", "H", "H"], "xyz": [[-0.20036, -2.57431, -0.19712], [-1.71220, -4.47608, 1.07591], [-1.97712, -3.49884, 2.49878], [-2.66781, -3.94148, 3.59813], [-2.77370, -3.06159, 4.67502], [-2.20953, -1.79363, 4.65384], [-1.51292, -1.36089, 3.53679], [-0.80049, 0.19595, 3.46337], [-1.39644, -2.22371, 2.45067], [-0.73783, -1.96500, 1.27770], [-3.10652, -4.92840, 3.63267], [-3.31193, -3.38091, 5.55722], [-2.30642, -1.13504, 5.50543], [0.22398, -3.88938, -1.67451], [1.76855, -5.20716, -1.05694], [1.48860, -3.78827, 0.39373], [2.95561, -6.12247, 0.00690], [2.91477, -3.90587, -1.72349], [1.69982, -6.12924, -2.64632], [0.26963, -6.03980, -0.33149], [4.76655, 3.04422, -0.76247], [3.27014, 2.90508, -1.02363], [2.87739, 1.55273, -1.60367], [3.23521, 0.48567, -0.65434], [2.55829, -0.58501, -0.34554], [1.10718, -0.91826, -1.28025], [2.95206, -1.40893, 0.64486], [4.09266, -1.32279, 1.52695], [4.59249, -2.36323, 1.84377], [4.49345, 0.00373, 2.04480], [3.55052, 0.98306, 2.36213], [3.96787, 2.18497, 2.90623], [5.32238, 2.41397, 3.12225], [6.26042, 1.43824, 2.81291], [5.84871, 0.22376, 2.28818], [5.00145, 4.05495, -0.43329], [5.34649, 2.84559, -1.66512], [5.12296, 2.37634, 0.02915], [2.94721, 3.66261, -1.73870], [2.70729, 3.07896, -0.10298], [3.41111, 1.36226, -2.53714], [1.80878, 1.50436, -1.80299], [4.09701, 0.64334, -0.14179], [2.64386, -2.36980, 0.56833], [2.49372, 0.79709, 2.20663], [3.24155, 2.94130, 3.17213], [5.64583, 3.35587, 3.54489], [7.31152, 1.61856, 2.99104], [6.56248, -0.55755, 2.06286], [-3.53380, 4.49524, -1.34544], [-3.95634, 3.73256, -2.59238], [-4.06110, 2.27551, -2.40093], [-5.39977, 1.72047, -2.19958], [-6.05161, 2.17930, -0.90331], [-2.91145, 1.59307, -2.32194], [-1.79973, 2.10802, -2.32251], [-2.91774, 0.07629, -2.28091], [-3.56240, -0.76240, -3.17814], [-3.31525, -2.12917, -3.13226], [-2.41929, -2.62010, -2.21266], [-1.75191, -1.80234, -1.36996], [-2.00453, -0.48436, -1.40572], [-3.51938, 5.56267, -1.56472], [-2.53416, 4.19826, -1.03525], [-4.22365, 4.33263, -0.51817], [-3.23854, 3.90561, -3.39365], [-4.93337, 4.06801, -2.94008], [-5.34335, 0.63545, -2.20578], [-6.01548, 2.01545, -3.05193], [-5.43963, 1.91107, -0.04071], [-7.02681, 1.70443, -0.79804], [-6.20740, 3.25694, -0.89177], [-4.23846, -0.36017, -3.92164], [-3.80375, -2.81167, -3.81251], [-2.20016, -3.67716, -2.14806], [-1.43519, 0.15139, -0.74343]], "forces_ev_per_angstrom": [[0.602, 0.275, -0.841], [-0.060, -0.125, -0.063], [0.024, 0.069, 0.055], [0.020, 0.008, -0.045], [-0.023, -0.017, 0.035], [0.013, 0.031, -0.005], [-0.021, -0.004, 0.000], [0.006, -0.003, -0.015], [-0.151, -0.202, -0.071], [0.009, 0.576, 0.667], [0.002, -0.002, -0.008], [0.003, 0.004, 0.000], [0.000, -0.002, 0.001], [-0.051, -0.436, -0.140], [-0.002, -0.076, 0.041], [-0.217, -0.128, 0.021], [0.050, 0.116, -0.139], [-0.076, -0.054, 0.073], [-0.039, 0.020, 0.045], [0.092, 0.020, -0.006], [-0.003, -0.016, 0.001], [0.021, -0.003, 0.008], [0.040, 0.044, -0.026], [-0.055, -0.013, -0.019], [0.124, -0.046, -0.063], [-0.261, -0.151, 0.523], [-0.022, 0.056, -0.104], [-0.054, -0.075, 0.205], [0.040, 0.030, -0.090], [0.058, 0.045, -0.018], [-0.012, 0.004, -0.044], [0.006, -0.011, 0.009], [0.005, 0.005, 0.008], [0.008, 0.001, 0.010], [-0.032, 0.004, -0.039], [0.004, -0.001, -0.001], [0.006, 0.000, -0.001], [0.000, 0.017, -0.006], [-0.002, 0.000, 0.001], [-0.025, 0.005, -0.014], [-0.020, -0.002, -0.004], [-0.004, -0.001, 0.025], [-0.005, 0.019, 0.013], [-0.026, 0.047, 0.039], [-0.006, -0.013, -0.008], [0.001, -0.003, 0.003], [0.004, 0.001, -0.005], [-0.001, 0.001, 0.006], [0.004, -0.003, 0.003], [-0.007, 0.004, 0.010], [0.000, -0.009, 0.017], [0.040, 0.025, 0.021], [-0.021, 0.007, 0.003], [-0.004, 0.013, -0.014], [-0.032, -0.032, -0.078], [0.006, 0.012, 0.029], [0.066, -0.004, 0.070], [-0.027, -0.011, -0.015], [-0.013, 0.009, -0.003], [-0.006, -0.027, 0.038], [0.051, -0.005, -0.057], [-0.057, 0.031, -0.043], [0.006, 0.001, 0.002], [0.002, -0.005, -0.003], [-0.001, 0.003, -0.007], [-0.003, 0.003, 0.003], [0.002, 0.001, -0.006], [0.015, -0.011, 0.021], [-0.001, -0.020, -0.012], [-0.002, -0.001, 0.000], [0.001, 0.001, 0.004], [-0.003, -0.003, -0.001], [-0.001, 0.008, 0.005], [-0.001, 0.002, -0.001], [0.011, 0.003, -0.004], [0.007, -0.007, 0.001]]}

***

# 2
{"formula": "C27H31Cl2GeN5SYb", "method": "ωB97M-V/def2-TZVPD", "total_charge": 1, "spin_multiplicity": 2, "energy_ev": -159871.2832, "e_homo_ha": [-0.3600, -0.3599], "gap_ev": [6.7, 5.7], "elements": ["Yb", "C", "N", "C", "C", "C", "C", "C", "N", "C", "C", "C", "C", "C", "C", "H", "H", "H", "H", "H", "H", "H", "H", "H", "H", "H", "N", "C", "C", "C", "C", "C", "C", "N", "C", "C", "C", "S", "C", "N", "H", "H", "H", "H", "H", "H", "H", "C", "Ge", "C", "C", "C", "H", "H", "H", "H", "H", "H", "H", "H", "H", "H", "H", "Cl", "C", "Cl", "H", "H"], "xyz": [[13.80742, 10.65036, 9.82356], [17.01352, 10.30603, 11.08720], [16.10545, 11.18920, 10.43635], [16.50196, 12.41541, 10.22508], [15.62115, 13.33076, 9.57725], [15.88461, 14.67982, 9.24675], [14.83737, 15.16849, 8.43351], [13.93362, 14.04499, 8.26087], [14.32636, 12.99787, 9.05202], [18.35086, 10.01685, 10.32386], [19.40258, 9.69168, 11.18323], [20.71712, 9.64810, 10.69968], [20.89946, 9.80463, 9.35058], [19.85704, 10.18087, 8.50702], [18.56991, 10.31456, 9.00361], [16.54060, 9.31528, 11.23761], [17.33294, 10.71639, 12.06365], [17.43930, 12.91466, 10.51694], [16.70237, 15.32776, 9.68647], [14.71118, 16.14420, 8.12663], [12.95003, 14.04467, 7.77316], [19.14541, 9.64971, 12.25556], [21.49643, 9.48142, 11.39984], [21.85488, 9.63585, 8.78245], [20.01641, 10.51809, 7.50328], [17.79553, 10.78640, 8.40955], [10.59675, 7.26760, 10.46308], [9.70656, 8.16612, 11.02059], [8.49896, 8.03413, 11.64256], [8.03058, 9.15976, 12.36955], [8.64167, 10.42022, 12.23850], [9.86422, 10.54631, 11.55398], [10.42544, 9.42665, 11.03305], [11.71640, 9.20811, 10.49038], [11.78834, 7.89096, 10.23362], [12.92277, 7.33379, 9.51872], [13.01119, 6.04441, 9.04956], [14.39668, 5.85801, 8.05098], [14.93195, 7.37128, 8.54646], [14.02681, 8.12753, 9.15552], [10.37210, 6.23106, 10.42165], [8.09202, 7.08914, 11.73612], [7.17151, 9.04965, 13.00882], [8.05716, 11.32343, 12.55522], [10.40284, 11.49044, 11.43038], [12.27350, 5.22570, 9.24668], [15.89679, 7.75607, 8.14902], [15.34500, 11.07994, 14.92762], [13.73428, 10.75737, 13.85226], [12.25196, 10.91973, 15.35013], [13.81878, 8.85281, 13.40253], [13.19239, 11.80368, 12.31629], [16.05845, 10.27256, 14.74209], [15.23352, 11.14640, 15.99568], [15.70955, 12.07961, 14.66314], [12.50266, 11.06775, 16.39512], [11.71490, 9.95702, 15.24431], [11.62323, 11.75007, 15.09040], [12.91535, 8.22640, 13.64191], [14.67364, 8.33514, 13.82344], [13.88962, 8.74748, 12.31344], [13.83880, 12.66717, 12.22264], [12.13840, 11.96402, 12.09056], [11.99659, 11.43201, 4.60081], [13.41110, 11.10551, 5.57360], [12.92192, 10.07940, 7.06115], [13.88347, 12.03255, 5.91058], [14.01498, 10.43328, 4.94038]], "forces_ev_per_angstrom": [[0.112, 0.756, 0.150], [1.447, -1.102, -0.069], [-0.014, 0.315, -0.366], [-1.827, 0.882, -0.398], [-1.452, 0.871, -0.778], [0.195, 1.123, 0.236], [0.084, -3.764, 1.070], [1.050, 0.725, 2.046], [1.165, -0.492, -0.912], [-0.891, 0.620, 1.940], [0.184, 0.518, -0.143], [-1.609, -0.533, 0.527], [1.311, -0.074, -2.435], [-0.505, 0.174, 0.605], [0.127, 0.280, -0.185], [-0.040, 0.484, 0.228], [-0.350, -0.324, -0.208], [0.044, -0.890, 0.160], [-0.900, -1.069, -0.827], [-0.244, 1.736, -0.846], [0.545, -0.057, 0.178], [0.543, -0.228, -0.573], [0.789, -0.228, 0.235], [-0.638, 0.388, 1.293], [0.419, -0.284, -0.477], [-0.075, -0.246, -0.096], [-0.410, -2.364, 0.158], [1.917, 2.218, -0.016], [0.463, 2.034, 1.355], [0.467, -0.411, -1.173], [-0.401, 0.465, -0.466], [-0.730, 1.322, 0.622], [0.612, -2.867, -0.908], [-0.368, -0.946, 0.163], [-0.891, 2.197, -0.350], [1.117, -0.968, -0.887], [-1.149, -0.253, 0.095], [-0.174, -0.827, 1.099], [-0.234, 1.894, -0.978], [0.327, -1.094, 1.027], [0.772, 2.016, -0.058], [-1.200, -1.667, 0.221], [-0.298, 0.040, -0.128], [1.002, -0.974, 0.068], [-0.579, -0.199, 0.201], [0.941, 0.896, -0.507], [-0.881, -0.138, 0.503], [0.560, 0.764, -1.084], [-1.520, -0.956, 3.052], [0.381, -0.825, -1.595], [-1.039, -1.004, -0.726], [0.595, 0.108, 0.407], [0.228, 0.436, -0.224], [-0.796, -0.248, 0.365], [0.600, -0.331, -0.159], [0.732, -0.147, -0.060], [-0.065, 0.629, 0.151], [-0.647, 0.245, -0.247], [0.648, 0.852, 0.071], [0.196, 0.107, 0.186], [0.211, -0.031, -0.057], [-0.139, 0.361, -0.550], [0.322, -0.045, 0.056], [-0.154, 0.264, 0.148], [-0.240, -0.873, -0.186], [0.349, 0.668, -0.842], [-0.077, -0.440, 0.086], [0.084, 0.512, 0.807]]}

***

# 3
{"formula": "C27H31Cl2KN5S5", "method": "ωB97M-V/def2-TZVPD", "total_charge": -1, "spin_multiplicity": 1, "energy_ev": -131498.6565, "e_homo_ha": -0.1456, "gap_ev": 6.0, "elements": ["K", "C", "S", "C", "S", "N", "N", "C", "C", "C", "C", "C", "C", "N", "H", "H", "H", "H", "H", "H", "H", "H", "C", "C", "S", "C", "C", "S", "C", "C", "S", "H", "H", "H", "H", "H", "H", "H", "H", "H", "H", "H", "H", "C", "C", "C", "C", "C", "C", "N", "N", "C", "C", "C", "C", "C", "C", "H", "H", "H", "H", "H", "H", "H", "H", "H", "Cl", "C", "Cl", "H", "H"], "xyz": [[-0.24976, 0.47635, -0.56930], [-4.95507, 2.63970, -3.00045], [-5.43645, 2.18693, -1.32380], [-3.96855, 1.27785, -0.79310], [-3.22989, 0.15976, -1.85067], [-3.70256, 1.53670, 0.44868], [-2.54407, 0.95585, 0.91263], [-2.61531, 0.40636, 2.05569], [-1.41514, -0.03666, 2.78248], [-1.56137, -0.50776, 4.08827], [-0.43205, -0.83112, 4.82152], [0.81253, -0.67631, 4.23404], [0.86316, -0.22997, 2.91871], [-0.21214, 0.06716, 2.20446], [-5.83372, 3.07903, -3.47288], [-4.64198, 1.75391, -3.54874], [-4.14528, 3.36767, -2.99047], [-3.56927, 0.26416, 2.56794], [-2.55100, -0.59633, 4.51731], [-0.52287, -1.18764, 5.84004], [1.72702, -0.89983, 4.76619], [1.81618, -0.11657, 2.41174], [1.20925, -3.40358, -2.17501], [1.45513, -3.90932, -0.75671], [1.23983, -2.62753, 0.50644], [0.20236, -3.48772, 1.71372], [-1.19442, -3.91337, 1.25388], [-2.12984, -2.58344, 0.44835], [-2.65845, -3.34772, -1.10133], [-1.55469, -3.86249, -2.01809], [-0.36429, -2.57444, -2.48885], [1.34111, -4.23764, -2.86977], [1.95059, -2.64387, -2.43139], [2.47645, -4.29271, -0.70559], [0.79329, -4.74219, -0.51771], [0.11728, -2.78552, 2.54461], [0.73218, -4.36481, 2.09605], [-1.74396, -4.25308, 2.13520], [-1.13258, -4.76881, 0.57980], [-3.20133, -2.53240, -1.58381], [-3.37311, -4.15110, -0.90478], [-2.02247, -4.27275, -2.91616], [-1.01211, -4.68315, -1.54779], [0.88994, 3.58067, 3.90546], [-0.12094, 3.52486, 2.95750], [0.16360, 3.14315, 1.65451], [1.46369, 2.79115, 1.31061], [2.48846, 2.86619, 2.25188], [2.19538, 3.26259, 3.54527], [1.65725, 2.30522, -0.03057], [2.79446, 1.83476, -0.21606], [3.04111, 1.19639, -1.48268], [4.38584, 1.30630, -1.85616], [4.81788, 0.68427, -3.01370], [3.89198, -0.05568, -3.74394], [2.57070, -0.14345, -3.31888], [2.04952, 0.45711, -2.15565], [0.66362, 3.87437, 4.92318], [-1.14020, 3.76937, 3.22981], [-0.62524, 3.07970, 0.91507], [3.49003, 2.59019, 1.95498], [2.98744, 3.31805, 4.28280], [5.06450, 1.89436, -1.24788], [5.84985, 0.75912, -3.33646], [4.21079, -0.57605, -4.64314], [1.89428, -0.71693, -3.95664], [-0.65525, 2.55742, -3.00893], [0.03116, 4.04547, -3.64669], [1.70713, 3.84201, -4.19463], [0.03073, 4.79447, -2.86306], [-0.56033, 4.36327, -4.49742]], "forces_ev_per_angstrom": [[-0.350, -0.559, -0.301], [-0.049, -0.086, -0.043], [0.110, 0.074, 0.085], [-0.260, -0.037, -0.151], [0.109, 0.147, -0.018], [0.137, -0.211, -0.041], [-0.106, 0.229, 0.306], [-0.070, -0.038, 0.026], [0.048, -0.086, 0.087], [0.041, -0.008, -0.020], [-0.005, 0.008, -0.018], [0.032, 0.011, -0.032], [0.055, -0.057, 0.063], [-0.112, 0.092, 0.030], [-0.011, 0.007, 0.018], [0.003, -0.009, -0.001], [0.012, -0.013, 0.007], [-0.031, 0.144, -0.034], [-0.009, 0.000, -0.004], [-0.001, -0.005, 0.006], [-0.005, 0.000, 0.012], [0.008, 0.001, 0.001], [0.038, 0.008, -0.029], [0.010, 0.029, -0.010], [0.073, 0.016, 0.135], [-0.031, -0.050, -0.050], [0.009, -0.030, -0.056], [-0.043, 0.032, 0.118], [0.019, 0.002, 0.008], [0.018, 0.006, -0.011], [-0.041, 0.022, -0.008], [-0.006, 0.017, -0.013], [-0.017, 0.027, 0.013], [-0.008, -0.005, 0.013], [-0.020, 0.019, 0.019], [-0.002, 0.034, -0.026], [0.010, 0.017, 0.013], [-0.012, -0.022, -0.019], [0.000, 0.032, -0.041], [-0.020, -0.010, -0.002], [0.023, -0.006, 0.031], [0.014, 0.020, -0.011], [0.006, 0.003, -0.006], [-0.045, 0.018, 0.018], [-0.053, 0.046, 0.009], [0.173, -0.015, 0.045], [0.070, 0.116, -0.165], [-0.136, 0.022, 0.085], [0.029, -0.002, 0.000], [0.385, -0.228, 0.116], [-0.178, 0.161, -0.201], [-0.005, 0.081, 0.334], [-0.003, -0.031, -0.169], [0.007, 0.047, 0.066], [-0.017, -0.010, -0.040], [-0.109, -0.033, -0.141], [0.389, 0.055, 0.042], [0.001, 0.000, 0.000], [-0.002, 0.001, 0.008], [0.014, -0.022, -0.027], [0.006, 0.000, -0.001], [-0.002, -0.003, 0.004], [0.033, -0.041, 0.045], [0.002, 0.012, 0.011], [-0.011, 0.027, -0.025], [0.015, -0.044, 0.024], [-0.253, 0.120, -0.175], [0.121, -0.010, 0.082], [0.020, 0.007, -0.011], [-0.009, -0.022, 0.003], [-0.003, -0.015, 0.016]]}